DFT (ωB97M-V/def2-TZVPD) results for a cluster of 2 separate species, C3H11N2OS in total at a distorted geometry.

Element x y z (Å)
N1 0.848 0.741 0.491
C1 -0.145 -0.205 1.016
C2 -1.251 -0.402 -0.007
S1 -0.671 -0.719 -1.743
C3 -0.532 0.185 2.481
N2 -0.344 1.665 2.762
H1 1.678 0.412 0.014
H2 0.444 1.388 -0.175
H3 0.301 -1.256 1.059
H4 -1.865 -1.266 0.190
H5 -1.847 0.509 0.078
H6 -1.548 -0.100 2.774
H7 0.118 -0.320 3.168
H8 -0.089 2.161 1.921
H9 0.349 1.796 3.479
H10 1.617 -0.586 -2.106
H11 1.865 -0.922 -3.667
O1 2.255 -0.588 -2.847

Forces on the atoms, in the same order (eV/Å):
N 0.5 0.7 0.6
C 1.5 -2.0 -0.6
C -0.2 0.5 -0.6
S -0.2 0.2 0.6
C 0.2 1.8 -0.4
N -1.3 -1.1 0.2
H -0.4 -0.7 0.3
H -0.4 -0.3 -0.1
H 0.0 1.4 0.1
H -0.4 -0.1 0.7
H -0.5 0.1 -0.4
H -0.1 0.0 -0.5
H 0.5 -0.5 0.3
H 0.4 -0.2 0.1
H 0.2 0.1 -0.3
H -0.8 -0.3 -0.8
H -0.4 0.1 0.9
O 1.3 0.1 -0.3

energy above the lowest of the compared OMol25 structures with the same formula, charge and spin = 17.5 kcal per mole
maximum force = 2.55 eV/A
Kohn-Sham gap = 6.7568 eV
E_LUMO = 0.1442 hartree
HOMO level = -2.83 eV
charge = -1

Charges computed using Löwdin, reported in e: N -0.018; C -0.482; C -0.703; S 0.220; C -0.218; N -0.037; H 0.051; H 0.050; H 0.133; H 0.016; H 0.045; H 0.088; H 0.076; H 0.026; H 0.032; H -0.113; H 0.012; O -0.176